No. 1
Formula: C3H2IN3
Source: the OMol25 dataset
Level of theory: ωB97M-V/def2-TZVPD

XYZ file:
```
9
Properties=species:S:1:pos:R:3:forces:R:3
C 0.110 -1.703 0.004 -0.16 3.04 0.33
C 1.268 0.052 -0.093 2.62 1.03 0.75
C -1.103 0.053 0.083 -1.34 0.91 -0.76
N -1.045 -1.283 -0.051 0.38 -2.13 0.28
N 1.283 -1.314 0.089 -0.01 -0.15 -0.99
N 0.115 0.722 0.026 -0.99 1.54 0.44
I -2.915 1.004 0.006 0.74 -0.21 0.27
H 2.293 0.646 -0.222 -2.22 -1.42 0.32
H -0.005 1.823 0.159 0.98 -2.61 -0.62
```
Positions in Å, forces in eV/Å.

Summary:
charge = +2
largest force on an atom = 3.06 eV Å⁻¹
spin multiplicity = 1
HOMO = -19.8461 eV
energy above the lowest of the compared OMol25 structures with the same formula, charge and spin = 1.7927 eV
orbital gap = 7.08 eV
structure (SMILES) = IC1=[NH+]C=[N+]=C=N1
DFT total energy = -15690.03966 eV



No. 2
Formula: C3H2INO2
Source: the OMol25 dataset
Level of theory: ωB97M-V/def2-TZVPD

XYZ file:
```
9
Properties=species:S:1:pos:R:3:forces:R:3
C -0.733 -0.596 0.351 0.46 0.77 -0.05
C 0.045 0.323 0.249 -0.26 -0.43 0.53
C 2.483 -1.159 -0.127 0.14 -1.23 -0.15
N 2.149 -2.276 -0.019 -0.14 1.55 0.33
O 1.579 -3.296 0.170 -0.18 -0.92 -0.17
O 0.892 1.335 0.395 -1.09 -0.30 0.26
I 3.879 0.227 -0.007 0.73 0.34 -0.06
H -1.432 -1.399 0.487 0.30 0.31 -0.23
H 1.512 1.420 -0.330 0.03 -0.09 -0.46
```
Positions in Å, forces in eV/Å.

Summary:
largest force on an atom = 1.59 eV Å⁻¹
spin multiplicity = 1
HOMO = -9.3276 eV
energy above the lowest of the compared OMol25 structures with the same formula, charge and spin = 5.3851 eV
orbital gap = 8.81 eV
structure (SMILES) = [O-][N+]#CI.C#CO
DFT total energy = -16822.89271 eV



No. 3
Formula: C3H2INO2
Source: the OMol25 dataset
Level of theory: ωB97M-V/def2-TZVPD

XYZ file:
```
9
Properties=species:S:1:pos:R:3:forces:R:3
C -1.123 0.980 0.369 -0.58 1.37 0.32
C -2.306 0.699 0.379 3.48 0.38 -0.06
C -0.047 2.021 0.457 -1.08 1.61 -0.97
N 1.418 0.293 0.169 1.40 1.48 -2.92
O -0.311 3.202 0.371 0.17 -1.66 0.49
O 1.238 1.662 0.588 0.41 -0.71 0.10
I 3.448 -0.153 -0.033 -0.82 0.37 0.25
H 1.080 -0.223 0.894 -0.85 -1.98 2.82
H -3.210 0.238 0.354 -2.13 -0.85 -0.03
```
Positions in Å, forces in eV/Å.

Summary:
largest force on an atom = 3.56 eV Å⁻¹
spin multiplicity = 1
HOMO = -9.7210 eV
energy above the lowest of the compared OMol25 structures with the same formula, charge and spin = 4.2084 eV
orbital gap = 8.83 eV
structure (SMILES) = C#CC(=O)ONI
DFT total energy = -16824.06939 eV